{"formula": "C13H16B3F20Li3O7", "method": "ωB97M-V/def2-TZVPD", "elements": ["C", "B", "H", "H", "O", "C", "B", "O", "B", "F", "F", "H", "Li", "C", "C", "F", "F", "H", "F", "F", "F", "C", "F", "H", "H", "O", "C", "F", "H", "C", "O", "F", "H", "O", "F", "F", "C", "F", "O", "H", "C", "C", "H", "H", "Li", "O", "H", "C", "H", "H", "H", "F", "F", "Li", "F", "F", "C", "H", "F", "F", "F", "C"], "positions_angstrom": [[-0.716432, -0.485734, -2.586910], [-0.242625, -1.672905, 1.838386], [-2.611706, 1.105334, 3.194445], [-1.273346, 1.151650, -5.336761], [-4.490071, 3.285191, 1.423234], [-4.465752, 4.623137, 1.425310], [2.016866, -3.799633, 4.433468], [-4.888339, 5.327405, 0.579347], [-4.188317, -2.492685, 0.117772], [5.518204, -1.959655, -1.155833], [-3.709717, -2.336318, -1.197754], [-3.403982, 0.931158, 1.572244], [-0.252055, -2.636434, 4.949802], [-1.443019, 0.154925, -5.746325], [-3.277016, 4.005668, 3.262599], [-0.263135, -1.762260, 3.242936], [-5.500808, -2.076915, 0.259600], [-2.190199, 4.021595, 3.130194], [2.696987, -4.796459, 5.020377], [-0.956191, -0.600411, 1.351535], [6.191052, 0.066390, -0.647274], [-3.898246, 2.769593, 2.635213], [2.625916, -3.364929, 3.215129], [-2.524291, 0.087893, -5.875316], [-2.096721, 2.000232, 1.756087], [0.527624, -0.348995, -3.074555], [5.618430, -1.041981, -0.156501], [1.890954, 1.574989, -2.343180], [6.239340, -1.477933, 0.634119], [-2.970383, 1.612146, 2.301869], [3.565546, 1.068281, -0.971023], [1.120480, -1.617437, 1.404938], [-3.469665, 4.036437, 4.335290], [-1.015952, -0.348217, -1.432625], [3.751687, -1.921147, 0.908549], [4.335614, 0.116175, 1.411124], [-0.949116, -0.928784, -4.832647], [2.181887, 4.167135, -1.760857], [-1.599408, -0.722653, -3.559744], [3.909288, 3.283226, -2.182009], [0.546002, -0.812289, -4.450700], [4.215789, -0.752055, 0.389256], [-0.975380, 0.085813, -6.730156], [-4.708468, 2.291164, 3.199663], [1.505493, -3.394200, 1.660144], [-3.874115, 5.086288, 2.568329], [1.068384, -1.767722, -4.387451], [2.527335, 1.920042, -1.204291], [3.231847, -0.916690, -1.515426], [1.127595, -0.116817, -5.050111], [-1.109308, -1.930645, -5.224317], [1.822437, -2.663119, 5.271053], [-4.020276, -3.811977, 0.539635], [-1.675284, -1.857564, -0.100089], [-3.303789, -1.678707, 0.903947], [-0.747982, -2.835398, 1.239745], [3.157507, 3.281050, -1.393578], [2.201424, -0.309179, -0.246894], [1.639562, 1.897356, -0.200963], [3.700955, 3.707670, -0.251786], [0.661120, -4.168987, 4.088445], [3.215768, -0.251103, -0.648705]], "atomic_forces_ev_per_a": [[-0.11, 0.44, -0.67], [-0.05, 1.40, -0.03], [-0.17, -0.13, 0.02], [0.31, -0.09, 0.10], [0.23, -0.15, 0.04], [0.36, -0.09, 0.76], [-0.10, 0.65, 0.08], [-0.33, 0.37, -0.53], [-0.78, -0.31, 0.24], [-0.10, 0.10, -0.10], [0.41, -0.07, -0.30], [-0.41, -0.26, 0.45], [0.67, -0.10, -0.51], [-0.38, 0.21, -0.49], [0.24, -0.54, 0.36], [-0.19, -0.01, 0.07], [0.40, 0.03, -0.09], [-0.08, 0.07, -0.19], [0.06, -0.16, 0.05], [0.51, -0.21, 0.38], [-0.02, 0.12, -0.06], [-0.43, -1.42, -0.42], [-0.30, -0.27, -0.21], [0.04, -0.21, -0.05], [0.03, 0.01, 0.31], [-0.52, -0.45, -0.22], [0.15, -0.53, 0.45], [-0.14, 0.28, 0.09], [0.01, 0.17, -0.05], [0.91, 0.98, -1.00], [0.07, 0.27, -0.18], [-0.16, -0.06, 0.25], [-0.20, 0.36, -0.08], [0.27, -0.53, 0.24], [-0.01, -0.40, -0.07], [0.01, 0.08, 0.02], [0.90, 0.75, 0.32], [0.16, -0.26, 0.18], [-0.01, -0.85, 0.11], [0.07, -0.24, 0.00], [0.11, -0.11, 0.79], [-0.17, 0.36, -0.39], [0.01, 0.00, 0.04], [-0.12, 0.72, 0.21], [0.40, 0.01, 0.43], [-0.04, 0.07, 0.00], [-0.14, -0.07, -0.44], [0.73, -0.50, -0.01], [0.25, 0.16, -0.11], [-0.13, 0.12, 0.00], [-0.55, -0.01, 0.21], [-0.25, -0.10, -0.01], [0.11, -0.02, -0.09], [-1.11, 0.70, -0.38], [0.28, 0.23, 0.23], [0.20, -1.00, 0.04], [-0.45, 1.15, -0.60], [0.20, 0.03, 0.27], [-0.23, 0.15, -0.07], [0.15, 0.04, 0.44], [-0.17, -0.20, -0.11], [-0.44, -0.65, 0.27]], "mulliken_charge": [0.486, 0.415, 0.337, 0.327, -0.344, 0.620, 0.659, -0.518, 0.440, -0.275, -0.375, 0.305, 0.877, -1.413, -0.400, -0.075, -0.347, 0.284, -0.288, -0.216, -0.248, 0.486, -0.335, 0.366, 0.282, -0.081, -0.026, -0.291, 0.345, -1.336, -0.353, -0.309, 0.305, -0.576, -0.241, -0.312, 0.483, -0.277, -0.285, 0.267, -0.609, 0.980, 0.403, 0.277, 0.888, -0.346, 0.269, 0.878, 0.277, 0.314, 0.282, -0.478, -0.382, 0.876, -0.273, -0.439, 0.176, 0.142, -0.251, -0.247, -0.546, -0.555], "homo_ev": -10.689, "charge": 0}